1.
Molecular formula: C23H19ClN3O2Pt
Method: DFT, ωB97M-V/def2-TZVPD

Structure (XYZ):
```
49
C23H19ClN3O2Pt | the Open Molecules 2025 dataset | ωB97M-V/def2-TZVPD
Pt 0.0844 0.3491 0.8855
C -4.2351 0.7465 1.0091
O -3.5573 2.0537 1.1694
C -2.2841 1.8120 1.1333
N -1.9008 0.5896 1.0370
C -3.0910 -0.2966 1.1193
C -3.0267 -1.4237 0.1115
C -3.5860 -1.3831 -1.1258
C -3.5442 -2.5240 -1.9703
C -2.9742 -3.7405 -1.5630
C -2.3675 -3.8084 -0.3458
C -2.3241 -2.6331 0.5101
C -1.2265 2.8703 1.2069
C -1.3474 4.2355 1.3613
C -0.1753 4.9908 1.3955
C 1.0716 4.3840 1.2622
C 1.1045 3.0115 1.1173
N -0.0228 2.3051 1.1179
C 2.2707 2.0897 0.9313
N 2.0474 0.8274 0.9286
C 3.3209 0.1034 0.6873
C 4.3243 1.2898 0.6478
O 3.4805 2.5097 0.7424
C 3.1746 -0.7775 -0.5286
C 2.9604 -2.1660 -0.3138
C 2.8036 -3.0497 -1.4091
C 2.8364 -2.5573 -2.6862
C 3.0145 -1.1763 -2.8944
C 3.1830 -0.2952 -1.8157
H -4.7536 0.7731 0.0559
H -4.9560 0.6641 1.8133
H -3.0968 -0.7436 2.1150
H -4.1133 -0.5041 -1.4741
H -3.9968 -2.4594 -2.9532
H -3.0274 -4.6076 -2.2071
H -1.9059 -4.7247 0.0020
H -2.0898 -2.7762 1.5596
H -2.3221 4.6984 1.4481
H -0.2361 6.0648 1.5146
H 1.9874 4.9608 1.2794
H 3.5228 -0.5380 1.5434
H 4.9156 1.3602 -0.2590
H 4.9760 1.3081 1.5138
H 3.0615 -2.5709 0.6878
H 2.6938 -4.1115 -1.2281
H 2.7618 -3.2226 -3.5355
H 3.0371 -0.7901 -3.9055
H 3.3623 0.7557 -2.0163
Cl 0.1656 -1.8734 0.3246
```

Values from the calculation:
* Kohn-Sham gap (spin up / spin down): 3.947 / 3.949 eV
* net charge: +3
* HOMO energy (spin up / spin down): -17.558 / -17.560 eV

Atomic partial charges in e from the Löwdin method, atoms 1 to 8:
1 Pt 1.019
2 C 0.032
3 O 0.119
4 C -0.286
5 N -0.048
6 C -0.183
7 C -0.168
8 C 0.029



2.
Molecular formula: C6H10N2O3
Method: DFT, ωB97M-V/def2-TZVPD

Structure (XYZ):
```
21
C6H10N2O3 | the Open Molecules 2025 dataset | ωB97M-V/def2-TZVPD
C 0.6346 1.7803 -0.4860
C -1.9591 0.8748 0.4902
C -1.0346 -0.2510 0.2836
C 2.0474 1.9546 -0.7069
C -0.2208 -0.3785 2.4402
C -2.2218 -1.2710 -1.4651
N -0.0083 2.3662 0.4305
N -1.2983 2.0880 0.7500
O -3.1874 0.8384 0.5852
O 0.0351 -0.5099 1.0066
O -1.2487 -1.3543 -0.5153
H 2.4911 2.8735 -0.1482
H 2.1120 2.0537 -1.7579
H 2.7400 1.0963 -0.5187
H -0.9321 0.4924 2.4379
H 0.7205 -0.2575 3.0980
H -0.7285 -1.1670 2.9557
H -1.8036 -0.4907 -2.0943
H -3.1598 -0.9194 -1.1681
H -2.1498 -2.1218 -2.0564
H -1.8898 2.9032 1.0408
```

Values from the calculation:
* Kohn-Sham gap (spin up / spin down): 6.956 / 8.031 eV
* HOMO energy (spin up / spin down): -7.397 / -8.064 eV
* energy above the lowest of the compared OMol25 structures with the same formula, charge and spin: 170.5 kcal/mol

Atomic partial charges in e from the Löwdin method, atoms 1 to 8:
1 C -0.103
2 C -0.425
3 C -0.281
4 C -0.113
5 C -0.014
6 C -0.083
7 N 0.023
8 N 0.018



3.
Molecular formula: C24H26BaN4Si
Method: DFT, ωB97M-V/def2-TZVPD

Structure (XYZ):
```
56
C24H26BaN4Si | the Open Molecules 2025 dataset | ωB97M-V/def2-TZVPD
C 0.8582 2.7433 3.7332
C 1.1851 3.0906 2.3828
C 0.0857 2.7136 1.5509
H 2.0746 3.6338 2.0647
C -0.9108 2.1128 2.3880
C -0.4274 2.1368 3.7282
H -0.9909 1.8479 4.6051
H 1.4355 2.9811 4.6078
H 0.0081 2.9061 0.4778
H -1.8923 1.7591 2.0751
Ba 0.9847 -0.0209 1.7600
C -1.5711 -2.2795 -1.9920
H -2.4175 -1.5637 -2.0631
H -1.1816 -2.2753 -0.9711
H 0.6553 0.6422 -1.0621
Si 0.1828 -0.0728 -2.3060
C 1.5319 -0.5674 -3.4841
C 2.3773 0.5532 -3.6233
H 2.1176 1.4902 -3.1470
C 3.5715 0.5132 -4.3564
H 4.2053 1.4050 -4.4123
C 3.9497 -0.6781 -5.0053
H 4.9092 -0.7139 -5.5581
C 3.1116 -1.8033 -4.9253
H 3.4194 -2.7155 -5.4523
C 1.9205 -1.7532 -4.1802
H 1.3058 -2.6436 -4.1468
C -1.0280 0.7987 -3.4639
C -0.7588 1.0924 -4.8222
H 0.1533 0.7049 -5.2844
C -1.6103 1.9045 -5.5989
H -1.2965 2.1885 -6.6121
C -2.8282 2.3459 -5.0766
H -3.4601 2.9968 -5.6577
C -3.1989 1.9218 -3.8099
H -4.1783 2.2126 -3.4005
C -2.3442 1.1166 -3.0195
H -2.6962 0.7532 -2.0628
H -1.8347 -3.3095 -2.2789
H -0.8150 -1.9110 -2.7007
N -0.0409 -1.1250 6.6544
C 0.7171 -0.1549 7.2781
C 1.4413 0.4628 6.2768
N 1.1111 -0.0966 5.0524
C 0.2216 -1.0574 5.3050
C -0.4512 -1.9228 4.3400
N -0.4026 -1.8342 2.9896
C -1.1983 -2.8685 2.4908
C -1.7396 -3.5553 3.5419
N -1.2544 -2.9562 4.7054
H -0.6796 -1.7723 7.1098
H 0.6808 0.0222 8.3323
H 2.1373 1.2869 6.3685
H -1.3336 -2.9799 1.4273
H -2.3808 -4.4135 3.5812
H -1.4308 -3.2921 5.6461
```

Values from the calculation:
* Kohn-Sham gap: 3.447 eV
* HOMO energy: -4.074 eV
* energy above the lowest of the compared OMol25 structures with the same formula, charge and spin: 13.6 kcal/mol

Atomic partial charges in e from the Löwdin method, atoms 1 to 8:
1 C -0.204
2 C -0.230
3 C -0.338
4 H 0.082
5 C -0.310
6 C -0.240
7 H 0.080
8 H 0.067



What energy values result from the calculations? In sequence: -1781.055180; -569.637021; -1464.017827 Eh.
What max |F| values result from the calculations? In sequence: 1.1; 3.8; 2.2 eV/A.